C36H76Cl2N10O4 | wB97M-V/def2-TZVPD

The geometry in XYZ format:
```
128
C36H76Cl2N10O4 wB97M-V/def2-TZVPD
C -17.6913 4.0544 2.9071
C -17.7066 2.6348 3.5603
N -18.1619 2.5907 4.9552
C -19.4671 2.9295 5.2922
C -19.4846 3.1048 6.6147
N -18.2182 2.9194 7.0813
C -17.4054 2.6666 6.0598
C -17.7809 2.9378 8.4917
H -17.2472 4.7110 3.6564
H -18.7025 4.4839 2.7264
H -17.1124 3.9954 2.0028
H -16.6445 2.3591 3.6303
H -18.2612 1.9155 2.9372
H -20.3403 2.8865 4.6085
H -20.3209 3.3176 7.2108
H -16.3529 2.5594 6.0427
H -17.1563 3.7740 8.7612
H -17.1862 2.0271 8.6594
H -18.7487 2.8695 9.0510
C -24.7060 1.0151 -4.7734
C -24.7023 -0.3284 -5.5283
N -23.6809 -0.3749 -6.5868
C -23.7960 -0.2118 -7.9269
C -22.5195 -0.1768 -8.4522
N -21.6690 -0.4624 -7.3873
C -22.3777 -0.5791 -6.2854
C -20.1858 -0.4643 -7.4853
H -24.9405 1.8864 -5.3712
H -23.7315 1.2775 -4.3327
H -25.4306 0.9111 -3.9590
H -25.6455 -0.5249 -6.0625
H -24.4891 -1.1421 -4.8145
H -24.7145 -0.0345 -8.4355
H -22.2115 -0.0453 -9.4870
H -22.0398 -0.7133 -5.3502
H -19.7724 -0.1748 -6.5205
H -19.7724 0.3166 -8.0690
H -19.8586 -1.4718 -7.7915
C -26.5588 8.7312 4.2382
C -27.2850 8.0799 5.4209
N -26.3788 7.3086 6.2494
C -25.1398 6.7813 5.8840
C -24.7313 6.0317 6.9061
N -25.6749 6.0612 7.8620
C -26.6581 6.8611 7.4938
C -25.4984 5.4474 9.2347
H -26.1735 7.9816 3.5863
H -25.7907 9.3512 4.6880
H -27.2214 9.3458 3.5962
H -28.0397 7.3798 4.9610
H -27.7645 8.9014 5.9317
H -24.7005 7.0221 4.8982
H -23.8161 5.4292 6.7936
H -27.4200 7.1850 8.2031
H -24.8145 6.0385 9.8585
H -25.0664 4.4540 9.0491
H -26.5248 5.3098 9.6213
C -33.5050 -0.0231 2.4352
C -32.4308 -0.0872 3.4789
N -31.1855 0.4919 2.8263
C -30.2674 -0.2138 2.0611
C -29.5441 0.6694 1.3209
N -29.9698 1.9160 1.6582
C -30.9374 1.8009 2.5477
C -29.4150 3.0747 1.0068
H -33.1909 -0.4030 1.4235
H -33.9258 0.9650 2.2725
H -34.3418 -0.6611 2.7587
H -32.1857 -1.1056 3.7710
H -32.6757 0.5571 4.3265
H -30.2923 -1.3208 2.0189
H -28.6314 0.5802 0.7652
H -31.5004 2.6112 2.8967
H -30.1328 3.8395 0.6351
H -28.7040 2.7088 0.2948
H -28.7459 3.5345 1.7457
C -23.7953 -0.5824 7.6042
O -24.4278 -0.5325 6.3376
C -23.6533 -0.3079 5.2204
C -24.2271 0.3749 4.0377
N -24.9919 1.6859 4.3391
H -24.3006 2.6170 4.6469
H -25.5783 1.9405 2.9890
C -26.1461 1.5553 5.2746
C -27.5094 1.4789 4.6072
O -28.0309 2.5882 3.9832
C -28.2162 3.6911 4.8700
H -24.5526 -0.8826 8.2939
H -23.3874 0.3791 7.8732
H -22.9834 -1.2807 7.5849
H -23.3689 -1.2734 4.8186
H -22.6728 0.1760 5.4324
H -24.9767 -0.2899 3.6298
H -23.5271 0.5630 3.2488
H -26.0189 2.4305 5.9228
H -26.0977 0.6386 5.9011
H -28.0866 1.1924 5.4840
H -27.5665 0.6051 3.9699
H -27.2822 4.2675 4.8897
H -28.4810 3.4370 5.9190
H -29.0169 4.3431 4.5224
C -22.3372 8.6283 -3.1058
O -21.1460 9.3782 -3.5190
C -21.1598 10.7047 -3.1249
C -19.7377 11.1151 -3.2350
N -19.2703 10.8739 -4.6272
H -18.4479 10.3294 -4.6855
H -20.0533 10.3587 -5.0028
C -19.1132 12.1286 -5.4749
C -17.6196 12.5371 -5.1202
O -16.9144 11.2960 -5.1120
C -15.5731 11.2916 -4.7643
H -22.3062 8.5842 -2.0510
H -22.2759 7.5643 -3.5242
H -23.2224 9.0820 -3.5560
H -21.3799 11.0249 -2.1011
H -21.8018 11.3190 -3.7849
H -19.1504 10.4715 -2.6226
H -19.6022 12.1281 -2.8962
H -19.8987 12.8325 -5.2411
H -19.1456 11.8633 -6.5858
H -17.6299 13.0653 -4.1443
H -17.1241 13.2733 -5.8486
H -15.4450 11.4233 -3.7152
H -15.1227 12.1828 -5.2414
H -15.0274 10.3955 -5.1487
Cl -23.1508 3.3905 5.5204
Cl -26.2863 1.2289 2.0011
```

Output
energy above the lowest of the compared OMol25 structures with the same formula, charge and spin: 0.0 kJ/mol
HOMO: -0.491 Eh
orbital gap: 0.268 Ha
lowest unoccupied orbital energy: -6.046 eV
strongest force on any atom: 4.1 eV Å⁻¹
net charge: +4